Molecular formula: C9H32O9
Method: DFT, wB97M-V/def2-TZVPD

Positions of all 50 atoms, in Å:
O (-3.2329, -0.7571, 3.3292)
C (-3.8199, -0.5910, 2.0338)
C (-2.7336, -0.0931, 1.1324)
O (-3.2244, -0.0580, -0.1858)
H (-3.9258, -0.8991, 3.9787)
H (-4.2309, -1.5394, 1.6705)
H (-4.6621, 0.1082, 2.0791)
H (-1.8743, -0.7780, 1.2112)
H (-2.3532, 0.8689, 1.4998)
H (-2.5115, 0.2712, -0.7612)
O (1.3632, -1.8870, 5.1257)
C (1.5382, -1.5922, 3.7606)
C (0.2461, -1.4172, 3.0325)
O (-0.4531, -0.2981, 3.5460)
H (0.9190, -1.1308, 5.5241)
H (2.1757, -0.7080, 3.6242)
H (2.0744, -2.4253, 3.2960)
H (-0.3540, -2.3314, 3.1020)
H (0.4761, -1.2800, 1.9610)
H (-1.3903, -0.5230, 3.6375)
C (0.0224, 0.0077, -1.1269)
O (-1.1193, 0.4161, -1.8709)
H (0.8352, -0.2987, -1.7891)
H (0.3779, 0.8043, -0.4658)
H (-0.2484, -0.8427, -0.5021)
H (-0.7909, 1.0352, -2.5414)
C (2.9018, 3.4496, -1.9164)
O (3.8232, 2.3472, -1.9087)
H (1.9887, 3.1009, -1.4472)
H (3.3273, 4.2937, -1.3715)
H (2.7061, 3.7704, -2.9411)
H (4.6650, 2.6274, -2.2772)
C (0.9013, 1.7886, -4.6185)
O (-0.2484, 2.1747, -3.8368)
H (1.6863, 2.5460, -4.5569)
H (1.3320, 0.8776, -4.2119)
H (0.5897, 1.6579, -5.6527)
H (-0.7659, 2.7860, -4.3670)
C (-2.3947, -3.0614, -1.0599)
O (-3.6951, -2.6665, -1.4502)
H (-2.2678, -3.0110, 0.0297)
H (-2.2347, -4.0759, -1.4130)
H (-1.6249, -2.4149, -1.5008)
H (-3.7740, -1.7294, -1.2286)
C (3.2498, 0.2097, 0.5838)
O (3.6233, -0.2547, -0.7036)
H (3.7607, 1.1411, 0.8511)
H (2.1739, 0.4010, 0.6490)
H (3.5210, -0.5434, 1.3217)
H (3.6512, 0.5241, -1.2746)

SMILES string = OCCO.OCCO.CO.CO.CO.CO.CO
total charge = 0
energy above the lowest of the compared OMol25 structures with the same formula, charge and spin = 0.0 kJ/mol
energy = -28276.8435 eV
E_HOMO = -9.59 eV